Computed, not measured: a molecular structure, C14H17ClN6O3S2 at a distorted geometry, with ωB97M-V with the def2-TZVPD basis set.

The geometry in XYZ format:
```
43
C14H17ClN6O3S2 (ωB97M-V with the def2-TZVPD basis set)
Cl -1.5280 -3.3738 -0.1486
S -4.3347 -0.0224 -0.9680
S 3.2438 0.3308 1.4917
O -0.5624 1.5497 -1.3528
O 2.6588 1.5901 2.3973
O 4.1985 -0.4060 2.3354
N -3.1894 1.4089 1.0095
N -4.8967 0.3098 1.4657
N -1.4365 -0.2115 -0.5756
N -3.5627 1.4018 2.1538
N -4.6928 0.8451 2.6357
N 4.0045 0.8984 0.3819
C 1.9764 -2.0822 1.1313
C 1.9211 -0.6129 1.1054
C 3.4039 1.7457 -0.6127
C -1.5456 0.8200 -1.3004
C 4.5045 -0.0214 -0.9364
C 0.8610 -2.9072 0.9952
C 0.8135 -0.3012 0.3762
C -6.1598 -0.5121 1.4782
C -2.8871 1.0910 -1.9340
C -3.9979 0.7451 0.4765
C -0.3595 -0.8273 -0.0570
C 2.8975 1.2902 -1.9092
C 3.4733 -0.0935 -1.8250
C -0.1371 -2.4669 0.3149
H 4.7133 -1.0962 -0.1473
H 0.7541 0.9567 0.2156
H 2.8376 -2.4258 1.8464
H 3.7796 -0.6140 -2.6312
H -5.8428 -1.6218 1.3478
H 2.6853 -0.9973 -1.4417
H 2.6253 2.2896 0.0143
H 5.4844 -0.0828 -1.1156
H 1.0705 -3.8343 0.9653
H -6.8584 -0.3831 2.5923
H 1.7674 1.1670 -2.0094
H -3.1049 2.1746 -1.6703
H -2.1567 -1.0409 -0.4018
H -2.9553 0.9660 -2.7829
H 3.2793 1.7334 -2.7276
H 4.2224 2.8249 -0.8111
H -6.9678 -0.2043 0.6282
```

The molecular weight comes out at 416.92 g/mol. As for the spin multiplicity: 1. The value obtained for the HOMO energy is -8.890 eV. The LUMO energy comes out at -0.652 eV. The value obtained for the gap between HOMO and LUMO is 0.3028 hartree. The calculation puts the calculated total energy at -2353.791528 a.u. Its energy above the lowest of the compared OMol25 structures with the same formula, charge and spin is 1832.6 kJ/mol.

Here are the Löwdin charges for atoms 1 to 2, given in e: atom 1 (Cl): 0.71, atom 2 (S): 0.99


Computed, not measured: 4 unconnected molecules or ions with the total composition C32H72F4N5O15P4S at a distorted geometry, with ωB97M-V with the def2-TZVPD basis set.

The geometry in XYZ format:
```
133
C32H72F4N5O15P4S (ωB97M-V with the def2-TZVPD basis set)
S 1.8353 3.8946 -0.1441
P -0.0168 0.8667 -7.3623
P -8.7192 -1.1958 -5.6803
P 3.2883 -2.9487 9.2489
P 0.2974 -0.7876 1.6880
F 0.0874 2.1892 -1.2800
F 2.9572 1.2792 -1.2724
F -0.8338 3.5995 0.1627
F -0.1152 4.2952 -1.7491
O 4.5022 -2.0417 8.7524
O 4.0499 -3.9458 10.2170
O 0.6328 0.1516 -8.6236
O 2.6370 3.9978 -1.3193
O -0.7496 2.0848 -7.7243
O 1.6469 5.1581 0.5209
O -7.8948 -1.2635 -4.2841
O -1.1304 -0.2471 -7.0002
O 3.2193 -3.9609 7.9851
O -9.5602 0.1210 -5.3839
O -9.7797 -2.3143 -5.2949
O 0.4062 -0.9657 3.3006
O 1.0084 0.4316 -6.2171
O -7.7174 -0.9901 -6.7328
O 2.0201 -2.2068 9.2452
N -1.3249 -1.0406 1.3056
N 0.5892 1.0554 1.3138
N -1.1600 1.5982 2.7650
N 0.6500 3.0129 2.6785
N 3.9667 2.6467 1.0699
C -5.7928 -0.1039 -4.0268
C 3.2734 -0.7561 -0.1483
C 3.3108 -4.6674 11.2370
C 7.1716 3.3113 1.0237
C 4.6862 3.9306 1.0109
C 1.8950 -3.4249 6.0473
C 2.0559 1.2154 0.9913
C 2.4349 -5.7498 10.6433
C -10.3690 0.6945 -6.4252
C 2.2903 0.8362 5.4166
C 5.6586 -1.2020 10.7475
C 1.9960 1.9586 4.7686
C 2.9827 0.8465 -8.7460
C 6.9808 1.8475 0.5706
C -6.4809 -1.4292 -4.2733
C -0.1773 0.9943 -4.1489
C -9.6240 -3.6567 -5.8168
C 5.9960 3.8679 1.8130
C 1.9875 -4.2317 7.3229
C 2.1016 3.1509 2.4917
C 1.6174 0.8471 -9.4060
C -2.4973 0.1067 -6.7779
C -8.4634 -4.3852 -5.1723
C 0.1307 3.4231 -0.7661
C 1.0597 1.2055 -5.0009
C 2.3742 0.4574 -0.3266
C 2.8730 2.4291 3.6248
C 0.0784 1.8665 2.2307
C 4.8589 -0.8694 9.5031
C 2.5413 2.6719 1.0855
C -3.3378 -0.2104 -7.9950
C -11.6728 -0.0544 -6.6201
H -0.3703 -0.0704 -4.0094
H 2.9799 1.4398 -7.8300
H 4.9531 4.1963 -0.0139
H -12.1976 -0.1630 -5.6712
H 4.0957 4.7564 1.4032
H 6.2330 4.9023 2.0800
H 5.0521 -1.7441 11.4742
H 0.8562 -0.2585 3.7976
H 1.6227 0.4068 6.1540
H -2.5902 1.1561 -6.4960
H 3.9564 -0.3077 9.7588
H -12.3135 0.4784 -7.3228
H 6.3526 1.2986 1.2741
H 3.2441 -1.3005 -1.0924
H -1.8337 -1.3937 2.1133
H -8.5288 -4.3238 -4.0862
H 1.1357 -4.0288 7.9721
H -10.5601 -4.1704 -5.6094
H 1.1878 2.2638 -5.2394
H -11.4987 -1.0572 -7.0132
H 3.0108 -6.3809 9.9671
H 6.5694 1.8105 -0.4396
H 2.7171 -3.9643 11.8244
H 1.9967 -2.3603 6.2668
H 4.3055 2.0001 0.3692
H -10.5684 1.7199 -6.1194
H -2.9559 0.3107 -8.8730
H 1.6634 0.3272 -10.3609
H 3.2771 -0.1677 -8.4769
H 7.4350 3.9397 0.1732
H 6.5100 -1.8342 10.4974
H 7.9437 1.3403 0.5619
H -7.5078 -3.9494 -5.4707
H -4.3772 0.0808 -7.8352
H 3.4621 1.5868 3.2739
H 1.4422 0.0913 -0.7614
H -9.5032 -3.6167 -6.9012
H -6.0816 0.3031 -3.0561
H 2.7032 -3.6940 5.3654
H 2.2969 4.2128 2.5980
H 5.4538 -0.2520 8.8314
H -1.7839 -0.2029 0.9721
H 3.7288 1.2674 -9.4201
H 3.2028 0.2860 5.2154
H -6.2535 -2.1279 -3.4643
H -2.8396 -0.4925 -5.9299
H 1.9526 0.8792 -4.4699
H -8.4634 -5.4329 -5.4727
H -0.0511 1.4689 -3.1762
H -6.0785 0.6313 -4.7794
H 3.5893 3.1364 4.0483
H -1.2626 1.3961 3.7436
H 2.5940 0.6856 1.7771
H 0.1928 3.8234 2.2593
H 1.9781 -5.2996 7.0967
H 2.0117 -6.3669 11.4353
H 5.8520 3.3484 2.7624
H 6.0194 -0.2890 11.2212
H 4.3096 -0.4712 0.0340
H -1.0610 1.4267 -4.6223
H -9.7974 0.7318 -7.3557
H -1.9672 1.7106 2.1779
H 1.6084 -5.3219 10.0722
H 2.8736 -1.4327 0.6005
H -3.3042 -1.2791 -8.2093
H 1.2785 1.8674 -9.6005
H -6.1295 -1.8803 -5.2018
H 4.0576 -5.0994 11.8990
H -4.7071 -0.2232 -4.0483
H 0.9427 -3.5941 5.5412
H 1.1564 2.5659 5.0800
H 8.0496 3.3106 1.6731
```

The molecular weight comes out at 998.90 g/mol. As for the spin multiplicity: 1. The value obtained for the HOMO energy is -11.537 eV. The LUMO energy comes out at -4.050 eV. The value obtained for the gap between HOMO and LUMO is 0.2751 hartree. The calculation puts the calculated total energy at -4827.936662 a.u. The total charge is +1.

Here are the Löwdin charges for atoms 1 to 2, given in e: atom 1 (S): 0.81, atom 2 (P): 0.42